CH14NO4 | ωB97M-V/def2-TZVPD

Structure (ORCA input):
```
! wB97M-V def2-TZVPD RIJCOSX def2/J DEFGRID3
* xyz 1 1
C 0.5377 -2.3360 0.6378
N 0.0626 -0.9775 1.0377
H 0.1925 -2.6708 -0.3298
H 0.1352 -2.9699 1.4295
H 1.6151 -2.4209 0.7263
H 0.6109 -0.2053 0.6076
H -0.9244 -0.7814 0.8140
H 0.1929 -0.8148 2.0367
H -1.3971 3.0561 1.1200
H -0.1979 2.1932 0.7917
O -1.0715 2.1476 1.2021
H 0.6218 0.2505 -3.3561
H 2.0281 0.7529 -3.4310
O 1.3829 0.4244 -2.8121
H 1.2889 0.8517 -1.0484
H 2.0867 1.8069 -0.2055
O 1.3454 1.1945 -0.1265
H -2.5421 0.7917 0.7259
H -3.4328 -0.2432 -0.0719
O -2.5349 -0.0499 0.2520
*
```

Properties
relative energy (zero: lowest compared OMol25 entry of this formula, charge and spin): 31.4 kJ/mol